{
  "formula": "C30H68AsN2O9S",
  "method": "wB97M-V/def2-TZVPD",
  "orbital_gap_ev": 5.146,
  "lumo_ev": 2.0,
  "charge": -1,
  "species": ["C", "C", "C", "As", "C", "C", "C", "C", "S", "C", "N", "N", "C", "O", "O", "C", "C", "C", "C", "C", "C", "C", "H", "H", "H", "H", "H", "H", "H", "H", "H", "H", "H", "H", "H", "H", "H", "H", "H", "H", "H", "H", "H", "H", "H", "H", "H", "H", "C", "C", "O", "H", "H", "H", "H", "H", "H", "C", "C", "O", "H", "H", "H", "H", "H", "H", "C", "C", "O", "H", "H", "H", "H", "H", "H", "C", "C", "O", "H", "H", "H", "H", "H", "H", "C", "C", "O", "H", "H", "H", "H", "H", "H", "C", "C", "O", "H", "H", "H", "H", "H", "H", "C", "C", "O", "H", "H", "H", "H", "H", "H"],
  "xyz": [[2.28341, 0.02158, -0.89575], [3.76080, -0.45706, -0.27532], [4.14466, 0.58161, 0.95047], [3.02637, 0.36167, 2.61675], [2.28257, 2.25039, 2.53003], [0.61570, 2.29764, 2.47629], [0.08426, 2.66047, 0.96839], [-1.11395, 1.69487, 0.40152], [-0.84749, -0.14206, 0.68205], [-1.62935, -1.12764, -0.70566], [-1.13689, -2.54360, -0.91212], [-1.84752, -3.02917, -1.99911], [-2.81146, -1.94830, -2.47035], [-2.66423, -0.70490, -1.66218], [4.79321, -0.27683, -1.31517], [5.16548, -1.57944, -1.93202], [4.02527, -1.88011, -3.11327], [3.84455, -0.66100, -4.22943], [2.71246, -0.81666, -5.42706], [1.78827, -2.17504, -5.45814], [2.00510, -3.40068, -4.34175], [3.12857, -3.25299, -3.14250], [1.80375, 0.73090, -0.08950], [2.52235, 0.58392, -1.90057], [1.62073, -0.93421, -1.13129], [3.61363, -1.56831, 0.06326], [4.12403, 1.68104, 0.50757], [5.27696, 0.36475, 1.21745], [1.82291, -0.25213, 1.85612], [3.62945, -1.08673, 2.80350], [4.27717, 0.87375, 3.43617], [2.28048, 0.13038, 3.96588], [2.68916, 2.88622, 1.62303], [2.61628, 2.82804, 3.51783], [0.14257, 1.34101, 2.95638], [0.31628, 3.20258, 3.19420], [0.98138, 2.73122, 0.21794], [-0.37685, 3.75878, 1.03147], [-1.12876, 1.84787, -0.78234], [-2.18257, 2.08639, 0.76203], [-3.53082, -2.09449, -3.39034], [6.18187, -1.39905, -2.51899], [5.23487, -2.44090, -1.13384], [4.47807, 0.32331, -4.19674], [2.58491, 0.07006, -6.19629], [0.97603, -2.29248, -6.30403], [1.36423, -4.38482, -4.36329], [3.32418, -4.04663, -2.30210], [-3.15368, 4.79778, -2.28739], [-2.53561, 3.97467, -3.39857], [-1.77622, 2.90870, -2.84781], [-2.37671, 5.20276, -1.63077], [-3.73888, 5.62670, -2.69532], [-3.80655, 4.17836, -1.66378], [-1.86705, 4.59209, -4.00587], [-3.30679, 3.55545, -4.05202], [-2.38066, 2.36169, -2.31730], [-3.82351, -5.13891, 0.23058], [-4.75933, -4.32696, 1.10192], [-4.01251, -3.43469, 1.91580], [-3.11996, -5.70762, 0.84737], [-4.38350, -5.83525, -0.39990], [-3.22621, -4.48363, -0.41178], [-5.33838, -4.98396, 1.75770], [-5.45758, -3.74534, 0.49231], [-3.50845, -2.85019, 1.32395], [5.92337, 3.63120, -5.21548], [4.66932, 3.44098, -6.04339], [3.69889, 2.72273, -5.29594], [6.33618, 2.66281, -4.91440], [6.68341, 4.17941, -5.77920], [5.70048, 4.18210, -4.29590], [4.89217, 2.87116, -6.95039], [4.24316, 4.40501, -6.33747], [3.50170, 3.24110, -4.49692], [3.85348, 1.22694, 7.95114], [4.00309, 0.45295, 6.65777], [4.71493, 1.23066, 5.70659], [3.32241, 2.16845, 7.77683], [3.30265, 0.64283, 8.69369], [4.83427, 1.48614, 8.36304], [3.02106, 0.21510, 6.23819], [4.54456, -0.48381, 6.82133], [5.58852, 1.42939, 6.08523], [-1.67986, 9.11204, -3.10688], [-2.93390, 8.92181, -3.93479], [-3.90434, 8.20357, -3.18734], [-1.26705, 8.14364, -2.80581], [-0.91981, 9.66024, -3.67060], [-1.90275, 9.66294, -2.18730], [-2.71105, 8.35199, -4.84179], [-3.36007, 9.88584, -4.22887], [-4.10153, 8.72194, -2.38833], [-4.09074, -4.17860, 5.84440], [-4.35540, -2.68723, 5.84470], [-3.16091, -1.98251, 5.53997], [-3.31852, -4.43244, 6.57795], [-5.00093, -4.73626, 6.08222], [-3.72152, -4.50622, 4.86708], [-4.70308, -2.36033, 6.82921], [-5.11718, -2.42363, 5.10465], [-2.86503, -2.27369, 4.66038], [-5.54490, -8.40214, 2.63940], [-5.39529, -9.17614, 1.34603], [-4.68345, -8.39843, 0.39485], [-6.07597, -7.46064, 2.46509], [-6.09573, -8.98626, 3.38195], [-4.56411, -8.14295, 3.05129], [-6.37732, -9.41399, 0.92645], [-4.85382, -10.11290, 1.50959], [-3.80986, -8.19969, 0.77349]],
  "atomic_forces_ev_per_a": [[0.982, -0.357, -0.011], [-1.661, 1.877, 0.686], [1.831, -0.581, -2.953], [1.485, -0.062, 0.785], [-1.657, 2.557, 0.300], [0.856, 1.360, 0.553], [-0.372, 0.345, 0.608], [-0.905, 1.835, -2.207], [-1.144, -0.367, -1.366], [0.687, -2.575, -1.201], [-3.557, 5.518, -1.180], [-3.791, 5.824, -0.581], [3.608, -2.652, 2.142], [2.661, -5.050, 0.523], [0.180, -3.145, 0.184], [-0.903, 0.903, -1.485], [-1.866, -0.271, -2.100], [-2.882, -3.638, -0.702], [0.802, -3.018, 3.444], [2.778, 0.230, 2.626], [2.362, 3.287, 0.487], [-0.360, 3.889, -3.272], [0.761, -1.575, -1.859], [-0.648, -0.980, 1.959], [1.187, 2.187, 0.526], [0.786, 1.998, -0.461], [-0.034, -2.183, 0.683], [-2.193, 0.367, -0.334], [-0.627, 0.004, -0.426], [0.125, -0.606, -0.230], [-0.041, 0.323, -0.254], [-0.681, 0.112, 0.634], [-0.793, -1.162, 1.693], [-0.586, -1.325, -1.981], [0.923, 1.493, -1.106], [0.314, -1.982, -1.554], [-1.811, -0.458, 1.416], [0.825, -2.392, -0.366], [0.132, -0.384, 2.591], [2.380, -1.167, -0.420], [1.647, 0.853, 2.291], [-2.055, -0.477, 1.490], [-0.140, 1.657, -1.664], [-1.358, -2.211, 0.111], [0.177, -2.139, 1.768], [1.840, 0.186, 1.995], [1.288, 2.317, -0.104], [-0.612, 1.645, -1.948], [-0.125, 0.274, 0.016], [-0.164, -0.135, 0.386], [0.009, -0.305, 0.026], [-0.048, -0.026, -0.149], [0.032, -0.024, 0.108], [-0.026, 0.014, -0.100], [0.039, -0.226, 0.086], [-0.071, 0.181, -0.127], [0.296, 0.236, -0.315], [-0.009, -0.132, -0.243], [0.363, 0.005, -0.229], [0.093, 0.402, 0.193], [-0.126, 0.051, 0.005], [0.085, 0.029, 0.035], [-0.120, -0.088, 0.031], [0.085, 0.205, 0.080], [-0.143, -0.147, -0.084], [-0.134, -0.300, 0.304], [0.252, -0.004, 0.002], [0.005, 0.078, 0.387], [-0.227, 0.033, 0.124], [-0.062, 0.114, -0.113], [-0.004, -0.005, 0.093], [0.031, 0.041, -0.121], [-0.185, -0.031, 0.155], [0.140, 0.083, -0.168], [0.052, -0.375, -0.358], [-0.147, 0.059, 0.223], [0.215, 0.215, 0.034], [0.311, 0.171, 0.308], [-0.004, -0.169, -0.033], [0.043, 0.067, 0.044], [-0.020, -0.098, 0.056], [0.264, 0.100, -0.187], [-0.141, -0.150, 0.122], [-0.434, -0.119, -0.222], [0.252, -0.027, -0.012], [0.079, 0.125, 0.329], [-0.348, 0.023, 0.230], [-0.057, 0.112, -0.127], [-0.017, -0.014, 0.108], [0.028, 0.065, -0.118], [-0.192, -0.025, 0.170], [0.138, 0.063, -0.165], [0.105, -0.325, -0.422], [-0.024, -0.266, 0.082], [0.282, -0.120, -0.342], [0.106, 0.088, -0.140], [-0.145, 0.086, -0.018], [0.051, -0.045, -0.037], [-0.152, 0.063, 0.018], [0.171, 0.104, -0.120], [-0.174, -0.105, 0.077], [-0.142, 0.177, 0.391], [-0.148, 0.057, 0.189], [0.278, 0.206, 0.159], [0.252, 0.009, -0.125], [0.008, -0.171, -0.015], [0.066, 0.079, 0.019], [-0.069, -0.111, 0.023], [0.203, 0.086, -0.114], [-0.160, -0.132, 0.111], [-0.457, -0.033, -0.251]]
}